Record 1
81
Properties=species:S:1:pos:R:3:lowdin_charge:R:1 method="wB97M-V/def2-TZVPD" charge=+2 fmax_ev_per_a=0.92 e_homo_ev=-11.5048
In -1.09967 -1.00720 -2.90341 0.764
S -1.14569 -0.94182 -5.39817 0.665
C -2.49475 -2.01234 -5.25267 -1.103
N -2.98233 -2.30674 -4.08261 -0.039
C -4.04068 -3.20620 -4.17618 -0.300
C -4.78492 -3.71135 -3.11106 -0.026
C -5.79876 -4.61470 -3.37370 -0.079
C -6.08403 -5.01636 -4.68283 -0.077
C -5.36127 -4.51192 -5.75086 -0.073
C -4.34042 -3.60746 -5.48159 -0.457
S -3.26380 -2.80352 -6.59102 1.077
H -4.58730 -3.36436 -2.10174 0.100
H -6.39522 -5.00498 -2.55747 0.105
H -6.88573 -5.72121 -4.86556 0.110
H -5.59290 -4.80708 -6.76738 0.116
N -2.75610 -3.31144 0.34298 0.139
C -3.31418 -2.13869 0.81961 -0.034
C -3.00540 -1.17981 -0.09355 -0.065
N -2.29580 -1.76106 -1.11958 0.058
C -2.14395 -3.03239 -0.82116 -0.265
C -1.40469 -3.88430 -1.73719 -0.258
N -0.67674 -3.31968 -2.67338 0.051
C -0.20790 -4.32953 -3.48107 -0.075
C -0.66153 -5.52250 -3.00599 -0.029
N -1.42559 -5.22150 -1.89903 0.146
H -2.78578 -4.19739 0.81583 0.168
H -3.87250 -2.10650 1.74083 0.125
H -3.25535 -0.13196 -0.11699 0.125
H 0.40946 -4.12935 -4.34373 0.128
H -0.52475 -6.53184 -3.35993 0.130
H -1.93655 -5.89067 -1.34960 0.169
C 1.73177 5.80292 0.64184 -0.055
C 0.34553 5.25117 0.94660 -0.181
N 0.24068 3.80115 0.70750 -0.032
C -0.24275 3.37359 -0.48953 0.042
C -0.31665 2.07776 -0.85381 -0.032
C -0.80443 1.57379 -2.18228 -0.590
O -0.09417 1.71043 -3.17833 0.028
O -1.88267 0.84822 -2.12593 -0.075
C 0.13835 1.03363 0.03013 -0.303
O 0.05398 -0.16737 -0.25227 0.022
C 0.68617 1.51008 1.30505 -0.044
C 1.18842 0.58484 2.22604 0.087
C 1.71657 1.01545 3.40137 -0.190
F 2.28115 0.12181 4.25245 0.062
C 1.74048 2.37238 3.75877 -0.147
C 1.24459 3.28523 2.85334 0.063
C 0.72924 2.87710 1.61340 -0.117
N 2.26730 2.79347 4.98921 -0.093
C 3.18266 3.90378 5.10115 -0.131
C 4.53996 3.42636 5.59946 -0.072
N 4.34581 2.69641 6.90823 0.069
C 3.38253 1.53687 6.76893 -0.077
C 2.06895 2.07633 6.22882 -0.129
H 1.75054 6.88293 0.80033 0.087
H 1.99991 5.60641 -0.39735 0.087
H 2.49144 5.34700 1.28045 0.065
H -0.39964 5.72570 0.31588 0.124
H 0.05056 5.45931 1.97205 0.114
H -0.57580 4.15800 -1.15877 0.158
H 1.18628 -0.46767 1.97137 0.142
H 1.24211 4.33210 3.12817 0.115
H 2.79094 4.65943 5.79523 0.140
H 3.32777 4.38546 4.13794 0.133
H 5.23070 4.24913 5.76513 0.141
H 4.97745 2.71304 4.90583 0.144
H 3.97817 3.34928 7.60022 0.182
H 5.24118 2.37056 7.26327 0.184
H 3.26722 1.07068 7.74478 0.142
H 3.83064 0.83226 6.07411 0.132
H 1.63526 2.76011 6.97330 0.140
H 1.37202 1.25599 6.10504 0.140
N 1.78832 -0.16276 -3.93513 0.015
C 3.09011 -0.44513 -4.08066 -0.053
C 3.36157 -1.53406 -3.27921 -0.036
C 2.14041 -1.84010 -2.66736 -0.125
N 1.18959 -1.00468 -3.07372 -0.052
H 1.26512 0.63556 -4.26817 0.127
H 3.72752 0.13862 -4.72654 0.133
H 4.30687 -2.03491 -3.15606 0.105
H 1.90511 -2.62175 -1.96208 0.115


Record 2
16
Properties=species:S:1:pos:R:3:mulliken_spin:R:1 method="wB97M-V/def2-TZVPD" charge=+1 fmax_ev_per_a=2.95 e_homo_ev="-12.6157 / -13.4494" s_squared=15.779 spin_multiplicity=8
C -0.90186 0.83002 -1.17937 -0.029
C -0.62944 1.14952 0.28492 0.400
O -1.87006 1.11482 0.92405 0.056
C -2.81543 0.66746 0.07687 -0.005
O -2.29575 0.43378 -1.12728 -0.001
O -3.93903 0.42063 0.40420 0.026
O -0.19132 -0.03525 -1.82773 -0.001
F -0.91384 2.02674 -1.90655 0.016
H -0.09241 2.07907 0.48382 0.015
Sm 1.85403 -1.30632 -1.96964 6.029
H 0.52068 0.31444 0.84681 -0.103
C 2.13285 -1.98642 1.06412 -0.087
C 1.96736 -0.69619 0.77422 0.612
H 1.30146 -2.69932 1.03999 0.018
H 3.12812 -2.38821 1.29427 0.035
H 2.74463 0.07523 0.81729 0.020


Record 3
15
Properties=species:S:1:pos:R:3:nbo_charge:R:1 method="wB97M-V/def2-TZVPD" fmax_ev_per_a=1.20 e_homo_ev=-9.4131 smiles="NC(=O)NCCS"
C 0.07867 0.50835 0.72630 -0.235
C 1.49042 0.54888 0.12992 -0.521
S 2.88457 0.67397 1.32972 -0.048
N -0.92788 0.69873 -0.28196 -0.656
C -1.72488 -0.21736 -0.96408 0.788
N -1.38166 -1.55487 -0.75448 -0.855
O -2.62963 0.18238 -1.65876 -0.632
H -0.02456 1.24226 1.52850 0.213
H -0.02364 -0.41073 1.31968 0.179
H 1.54095 -0.25862 -0.60117 0.225
H 1.64452 1.42929 -0.49669 0.220
H 3.46649 -0.38599 0.81012 0.129
H -1.51750 1.50417 -0.16621 0.407
H -2.01202 -2.29436 -1.01578 0.408
H -0.86385 -1.66610 0.09488 0.377


Record 4
35
Properties=species:S:1:pos:R:3:mulliken_spin:R:1 method="wB97M-V/def2-TZVPD" charge=+2 fmax_ev_per_a=3.77 e_homo_ev="-15.7501 / -13.5154" s_squared=16.734 spin_multiplicity=8
C -1.41838 0.51033 -0.04851 -0.013
C -1.52509 -1.02335 -0.16800 -0.108
H -2.40729 0.99228 -0.25600 -0.008
H -0.65754 0.94143 -0.70942 0.003
H -1.06399 0.75505 0.95543 0.007
O -2.22976 -1.67390 0.72896 0.638
I 0.43902 -2.06207 -0.20211 0.286
Gd 3.01058 0.97637 -0.87838 6.343
P -2.05826 -1.58543 -1.94780 0.067
C -2.08427 -3.38315 -1.91154 -0.005
C -3.79390 -1.03559 -2.25598 0.007
H -0.73999 0.16820 -2.92180 0.002
H -1.51670 -0.88885 -4.10690 0.003
H -0.12259 -1.46005 -3.22056 0.001
C -1.01031 -0.85286 -3.15089 0.001
H -3.84690 0.02545 -2.56468 0.000
H -4.21182 -1.63954 -3.08890 0.002
H -2.79864 -3.72083 -2.67229 -0.001
H -2.36949 -3.69417 -0.89059 0.004
H -4.45045 -1.17430 -1.37870 -0.002
H -1.06664 -3.70272 -2.15559 0.000
C 0.87204 -0.97389 2.58504 0.000
O 0.93559 -0.71151 3.67043 -0.001
Cl 1.31470 2.21230 -2.13362 -0.020
Cl 4.74272 0.23169 4.08457 -0.001
C 3.70131 1.26979 3.15716 0.007
C 3.28400 2.49853 3.66010 0.002
C 2.42725 3.29191 2.89234 -0.019
C 2.11483 2.88767 1.59808 0.000
N 2.57440 1.70091 1.09279 -0.236
C 3.30052 0.83484 1.89248 -0.056
H 3.61271 2.77169 4.67662 0.002
H 2.04717 4.25051 3.27253 -0.002
H 1.49176 3.43647 0.90037 0.028
H 3.50342 -0.17321 1.49534 0.069


Record 5
17
Properties=species:S:1:pos:R:3:nbo_charge:R:1 method="wB97M-V/def2-TZVPD" fmax_ev_per_a=0.93 e_homo_ev=-7.6192
C -0.41312 -0.40363 -1.98126 -0.690
C -0.33565 0.76447 -1.06555 0.307
N 0.80679 1.16742 -0.60431 -0.708
H 0.77411 1.96198 0.02563 0.414
H -1.19900 1.41458 -0.96933 0.205
H 0.37166 -1.12398 -1.74885 0.238
H -1.38497 -0.88828 -1.91784 0.236
H -0.27384 -0.05769 -3.01055 0.246
C 0.25560 -0.24097 1.58348 0.544
N 1.36874 -0.81255 1.07918 -0.956
N -0.98672 -0.54191 0.92387 -0.846
N 0.17717 0.79916 2.35665 -0.873
H 1.15503 -1.65421 0.54742 0.319
H 1.46445 0.36299 -0.12792 0.457
H -1.77509 -0.19978 1.46196 0.395
H -1.09650 -1.51787 0.67812 0.371
H 1.09134 0.97026 2.76930 0.342